Record 1
DFT (the ωB97M-V functional and the def2-TZVPD basis) results for 2 unconnected molecules or ions with the total composition C18H20IN3O8P3S2 in a non-equilibrium geometry.

Last column: natural (NBO) charge in e.
CARTESIAN COORDINATES (ANGSTROEM)
C (-0.2859, 4.5557, 1.3225)  -0.83
S (0.1222, 2.9986, 2.2051)  2.10
O (1.2998, 2.4598, 1.5210)  -0.97
O (0.5218, 3.3829, 3.5520)  -0.95
C (-1.2787, 1.8036, 2.1298)  -0.34
P (-1.0950, 0.5616, 0.6894)  1.22
N (-0.8533, 1.5449, -0.7246)  -1.12
O (-2.5659, -0.1701, 0.4213)  -1.00
O (-2.3293, 2.6322, 1.6054)  -0.86
P (-3.5348, 3.1354, 2.7778)  0.86
P (-5.1953, 3.9038, 4.0032)  0.89
N (-5.0914, 5.6536, 3.7988)  -1.15
O (-6.5712, 3.3751, 3.1944)  -0.97
O (-2.7496, 2.1830, 4.0365)  -0.81
C (-1.8780, 1.2484, 3.5085)  0.36
I (-0.3782, 0.5021, 4.9590)  0.12
N (-2.8131, 0.0362, 3.3440)  -0.50
C (-2.2614, -1.0304, 3.3588)  0.24
S (-1.6383, -2.3970, 2.7908)  -0.03
H (-0.7082, 5.2229, 2.0939)  0.25
H (0.7067, 4.9468, 1.0223)  0.25
H (-0.9645, 4.3895, 0.4723)  0.26
H (-0.7637, 0.8815, -1.4989)  0.39
H (-1.7751, 1.9796, -0.8871)  0.37
H (-2.6105, -1.0426, 0.8442)  0.51
H (-2.6219, 4.2073, 3.1388)  -0.16
H (-3.9842, 4.0878, 1.7433)  -0.20
H (-4.3361, 2.0594, 2.2507)  -0.12
H (-4.1654, 5.9133, 4.1562)  0.38
H (-4.9969, 5.8088, 2.7814)  0.35
H (-6.4406, 3.4488, 2.2276)  0.47
C (5.0691, -2.1523, 0.1127)  -0.20
C (3.8745, -1.4951, 0.3930)  -0.18
C (2.7794, -1.6587, -0.4401)  -0.17
C (2.8769, -2.4721, -1.5641)  -0.06
C (4.0838, -3.1128, -1.8587)  -0.16
C (5.1745, -2.9583, -1.0103)  -0.16
C (4.2201, -3.9454, -3.0805)  0.54
O (5.2680, -4.5070, -3.3372)  -0.54
C (3.0515, -4.0740, -3.9914)  -0.05
C (3.1774, -4.8032, -5.1692)  -0.19
C (2.0914, -4.9408, -6.0186)  -0.20
C (0.8706, -4.3579, -5.6909)  -0.20
C (0.7415, -3.6260, -4.5215)  -0.16
C (1.8328, -3.4736, -3.6733)  -0.14
C (1.6910, -2.6560, -2.4385)  0.52
O (0.6272, -2.1455, -2.1549)  -0.52
H (5.9213, -2.0298, 0.7702)  0.22
H (3.7972, -0.8554, 1.2636)  0.23
H (1.8504, -1.1476, -0.2140)  0.26
H (6.1070, -3.4634, -1.2278)  0.23
H (4.1246, -5.2608, -5.4256)  0.24
H (2.1933, -5.5050, -6.9378)  0.21
H (0.0202, -4.4722, -6.3523)  0.22
H (-0.2078, -3.1697, -4.2712)  0.24

The total charge is -1. The calculation puts the HOMO energy at -4.5 eV. As for the spin multiplicity: 1. The LUMO energy is 0.559 eV. As for the gap between HOMO and LUMO: 5.10 eV.



Record 2
DFT (the ωB97M-V functional and the def2-TZVPD basis) results for 3 unconnected molecules or ions with the total composition C12H30F5N2O5S3Si in a non-equilibrium geometry.

Last column: natural (NBO) charge in e.
CARTESIAN COORDINATES (ANGSTROEM)
C (3.7887, 1.7564, 0.2792)  -1.15
Si (3.4419, -0.0575, -0.0227)  1.87
C (4.6244, -0.7567, -1.2685)  -1.16
C (3.5302, -1.0418, 1.5579)  -1.15
O (1.8848, -0.2648, -0.6737)  -0.86
C (0.8461, 0.5922, -0.2699)  -0.08
C (-0.3716, 0.0076, -0.9883)  -0.24
N (-1.6047, 0.9123, -0.9894)  -0.58
C (-1.8013, 1.7516, 0.2585)  -0.07
N (-1.1550, 3.0190, -0.0101)  -0.84
S (-3.0913, -0.0141, -1.4462)  2.18
O (-2.6357, -0.9600, -2.4038)  -0.82
O (-4.0833, 0.9804, -1.6964)  -0.84
C (-3.5224, -0.8390, 0.1844)  0.40
F (-4.2722, 0.0283, 0.8553)  -0.27
F (-2.3866, -1.0562, 0.8618)  -0.29
C (-4.3189, -2.2033, -0.0233)  0.93
F (-3.5465, -3.1949, 0.3528)  -0.28
F (-4.6658, -2.3622, -1.2868)  -0.28
F (-5.3926, -2.1598, 0.7271)  -0.28
H (4.8780, 1.8463, 0.3568)  0.26
H (3.4559, 2.3827, -0.5543)  0.23
H (3.3374, 2.1222, 1.2060)  0.24
H (4.0684, -1.3825, -1.9748)  0.25
H (5.3477, -1.4086, -0.7702)  0.25
H (5.1611, 0.0104, -1.8319)  0.28
H (4.4668, -0.8449, 2.0842)  0.25
H (3.4936, -2.1004, 1.2827)  0.25
H (2.6891, -0.8497, 2.2307)  0.23
H (0.6985, 0.5334, 0.8194)  0.17
H (1.0185, 1.6352, -0.5511)  0.20
H (-0.6346, -0.9635, -0.5704)  0.24
H (-0.1019, -0.1568, -2.0341)  0.25
H (-1.4737, 1.5784, -1.7598)  0.47
H (-2.8750, 1.8423, 0.4468)  0.22
H (-1.3472, 1.2393, 1.1022)  0.23
H (-0.9963, 3.5168, 0.8625)  0.40
H (-1.7891, 3.6185, -0.5363)  0.38
C (-5.9331, -4.1264, 3.9279)  -0.84
S (-6.4086, -2.9978, 5.2458)  1.25
O (-6.2001, -3.7182, 6.5226)  -0.97
C (-8.1714, -3.0364, 4.9004)  -0.83
H (-4.8586, -4.2818, 4.0028)  0.24
H (-6.4516, -5.0769, 4.0507)  0.24
H (-6.1765, -3.6787, 2.9637)  0.21
H (-8.5298, -4.0631, 4.9681)  0.24
H (-8.3583, -2.6249, 3.9082)  0.22
H (-8.6641, -2.4228, 5.6512)  0.25
C (6.3572, 3.5861, -2.8235)  -0.83
S (5.8684, 2.1374, -3.7685)  1.24
O (6.6947, 1.0082, -3.2699)  -0.99
C (6.5999, 2.6657, -5.3190)  -0.83
H (6.0316, 3.4366, -1.7959)  0.23
H (7.4414, 3.6878, -2.8569)  0.24
H (5.8734, 4.4709, -3.2375)  0.23
H (7.6670, 2.8285, -5.1724)  0.24
H (6.1112, 3.5784, -5.6599)  0.23
H (6.4421, 1.8708, -6.0444)  0.25

The total charge is +1. The calculation puts the HOMO energy at -10.7 eV. As for the spin multiplicity: 1. The LUMO energy is -3.408 eV. As for the gap between HOMO and LUMO: 7.25 eV.



Record 3
DFT (the ωB97M-V functional and the def2-TZVPD basis) results for a single C22H27N3O6 molecule in a non-equilibrium geometry.

Last column: natural (NBO) charge in e.
CARTESIAN COORDINATES (ANGSTROEM)
C (6.7823, -1.6436, -3.5475)  -0.62
C (5.6926, -2.6514, -3.8601)  -0.07
O (4.5814, -2.3923, -3.0014)  -0.51
C (3.5002, -3.1596, -3.1966)  0.77
O (3.4420, -4.0392, -4.0308)  -0.62
C (2.3960, -2.8472, -2.3048)  -0.05
N (1.2418, -3.5823, -2.4166)  -0.46
C (0.3203, -3.1601, -1.5381)  0.28
C (-1.0039, -3.8074, -1.4182)  -0.66
C (0.8913, -2.1171, -0.8066)  -0.25
C (0.2953, -1.3720, 0.2857)  0.46
O (1.0486, -1.1953, 1.3970)  -0.65
C (-0.9519, -0.8352, 0.2761)  -0.26
C (-1.8644, -0.7044, -0.8405)  0.47
O (-1.7410, -1.1037, -1.9801)  -0.53
C (-3.0589, 0.0881, -0.3128)  0.58
O (-4.0601, 0.4011, -0.9176)  -0.59
N (-2.8110, 0.3532, 0.9911)  -0.40
C (-3.6880, 1.1465, 1.8151)  -0.22
C (-3.6067, 2.6402, 1.4624)  -0.23
N (-4.3738, 3.4352, 2.4043)  -0.44
C (-3.6131, 3.7408, 3.5971)  -0.41
C (-4.9046, 4.6414, 1.8036)  -0.41
C (-1.5099, -0.0816, 1.4598)  -0.08
C (-0.6438, 1.0773, 1.8515)  0.28
C (-0.3111, 1.5788, 3.0758)  -0.30
C (0.4949, 2.7168, 2.8295)  -0.31
C (0.5881, 2.8196, 1.4770)  0.09
O (-0.0968, 1.8328, 0.8773)  -0.41
C (2.2148, -1.9249, -1.2882)  0.03
C (3.1874, -0.8914, -0.8326)  -0.66
H (6.4207, -0.6338, -3.7227)  0.21
H (7.0844, -1.7292, -2.5071)  0.21
H (7.6425, -1.8277, -4.1841)  0.22
H (6.0377, -3.6779, -3.6912)  0.19
H (5.3616, -2.5735, -4.9018)  0.19
H (1.1312, -4.3106, -3.1060)  0.44
H (-1.7156, -3.2908, -2.0652)  0.27
H (-1.3751, -3.7347, -0.3990)  0.23
H (-0.9488, -4.8522, -1.7158)  0.22
H (1.9153, -1.6047, 1.2708)  0.50
H (-3.4189, 0.9791, 2.8590)  0.20
H (-4.7147, 0.8094, 1.6518)  0.23
H (-2.5507, 2.9567, 1.4287)  0.17
H (-4.0254, 2.7627, 0.4622)  0.22
H (-3.2659, 2.8192, 4.0594)  0.19
H (-4.2566, 4.2594, 4.3061)  0.20
H (-2.7358, 4.3753, 3.3880)  0.16
H (-5.5236, 5.1566, 2.5370)  0.20
H (-4.1176, 5.3330, 1.4638)  0.16
H (-5.5276, 4.3733, 0.9526)  0.20
H (-1.6224, -0.7301, 2.3407)  0.22
H (-0.5956, 1.1851, 4.0299)  0.23
H (0.9379, 3.3628, 3.5592)  0.23
H (1.0917, 3.5215, 0.8423)  0.21
H (3.7673, -0.5363, -1.6799)  0.25
H (2.6722, -0.0476, -0.3778)  0.22
H (3.8937, -1.3081, -0.1118)  0.22

The total charge is 0. The calculation puts the HOMO energy at -8.5 eV. As for the spin multiplicity: 1. Its SMILES is CCOC(=O)c1[nH]c(C)c(/C(O)=C2\C(=O)C(=O)N(CCN(C)C)[C@@H]2c2ccco2)c1C. The LUMO energy is -0.040 eV. As for the gap between HOMO and LUMO: 8.44 eV. As for the energy above the lowest of the compared OMol25 structures with the same formula, charge and spin: 1.496 eV.



Record 4
DFT (the ωB97M-V functional and the def2-TZVPD basis) results for a molecular structure, C15H31ClO4P2Sr in a non-equilibrium geometry.

Last column: natural (NBO) charge in e.
CARTESIAN COORDINATES (ANGSTROEM)
P (0.6522, -0.0636, -1.3957)  0.81
P (1.1737, 2.7699, -0.3806)  0.67
C (0.6844, 1.5911, -2.6487)  -0.76
C (1.8090, 2.3741, -2.0546)  -0.71
H (-0.3086, 2.0040, -2.5428)  0.19
H (0.7843, 1.4016, -3.7159)  0.21
H (2.6562, 1.6908, -1.9062)  0.21
H (2.1434, 3.2260, -2.6284)  0.22
C (-0.3480, 3.6987, -0.6486)  -0.96
H (-0.6498, 4.1989, 0.3009)  0.26
H (-1.1791, 3.0196, -0.9389)  0.26
H (-0.2009, 4.4426, -1.4544)  0.23
C (2.4730, 3.8712, 0.1710)  -1.02
H (2.8337, 4.3770, -0.7346)  0.26
H (3.3508, 3.3547, 0.6140)  0.19
H (2.0751, 4.6156, 0.8590)  0.27
C (-0.4827, -0.6676, -2.7956)  -0.97
H (-0.4582, -1.7564, -2.8537)  0.22
H (-0.2550, -0.3075, -3.8354)  0.21
H (-1.5059, -0.3467, -2.5710)  0.22
C (2.1288, -0.8750, -2.1469)  -0.97
H (3.0570, -0.7663, -1.5750)  0.21
H (2.3984, -0.5768, -3.1730)  0.24
H (1.9018, -1.9446, -2.2127)  0.24
Sr (1.8743, 1.5590, 1.6441)  1.70
C (-2.5386, -0.8729, -0.0431)  -0.19
C (-3.6153, -1.7521, -0.1087)  -0.18
C (-3.5262, -3.1579, 0.2481)  -0.44
C (-2.1227, -3.7583, 0.6248)  -0.43
C (-1.0544, -3.6273, -0.4100)  -0.25
C (-0.0179, -2.7967, -0.4242)  -0.21
C (-0.0271, -1.4151, 0.0808)  -0.53
C (-1.3193, -0.9627, 0.8544)  -0.47
C (1.1341, -1.6301, 2.9166)  -0.85
H (-2.5088, 0.0207, -0.6515)  0.19
H (-4.5600, -1.4147, -0.5911)  0.20
H (-3.8926, -3.7236, -0.6016)  0.21
H (-4.2111, -3.3716, 1.0552)  0.21
H (-1.8618, -3.4029, 1.6240)  0.20
H (-2.3505, -4.8400, 0.6736)  0.22
H (-1.1492, -4.3389, -1.2487)  0.19
H (1.0528, -3.1314, -0.6021)  0.19
H (0.8320, -1.2620, 0.6830)  0.18
H (0.4109, -2.2876, 2.4211)  0.24
H (-1.4751, -1.4210, 1.8405)  0.21
H (-1.0321, 0.0668, 1.1593)  0.20
H (1.9130, -1.1326, 2.2774)  0.15
H (1.7325, -2.2581, 3.5807)  0.23
H (0.6290, -0.8416, 3.5116)  0.23
O (0.0968, 3.1594, 5.1682)  -0.74
Cl (0.5575, 2.4915, 4.0117)  2.47
O (1.9059, 1.8398, 4.1778)  -0.91
O (-0.3416, 1.4663, 3.4795)  -0.84
O (0.7320, 3.4648, 2.9167)  -0.92

The total charge is 0. The calculation puts the HOMO energy (alpha / beta) at -5.2 / -5.2 eV. As for the spin multiplicity: 1. The LUMO energy (alpha / beta) is -0.852 / -0.851 eV. As for the gap between HOMO and LUMO (alpha / beta): 4.37 / 4.37 eV. As for the energy above the lowest of the compared OMol25 structures with the same formula, charge and spin: 0.000 eV.